[1]
Below is a 2-piece molecular cluster, C4H5N overall, with properties calculated with ωB97M-V/def2-TZVPD.

Geometry as XYZ:
```
10
Properties=species:S:1:pos:R:3:nbo_charge:R:1
N 0.84 -1.16 -0.40 -0.633
C -2.06 -0.34 -0.17 -0.221
C 1.51 -0.21 -0.09 0.432
C -2.07 -0.89 0.91 -0.260
C 2.03 0.94 0.19 -0.675
H -1.96 -0.13 -1.29 0.263
H 0.79 -1.93 0.23 0.380
H -2.20 -1.13 1.89 0.218
H 3.12 1.07 -0.02 0.249
H 1.35 1.55 0.69 0.246
```

- lowest unoccupied orbital energy (eV) = 1.010
- ΔE to the lowest compared entry with this formula, charge and spin (kcal per mole) = 91.8
- structure (SMILES) = C=C=N.C#C
- electronic energy (hartree) = -210.0174
- HOMO-LUMO gap (eV) = 9.996

---

[2]
Below is a 2-piece molecular cluster, C2H10N2O overall, with properties calculated with ωB97M-V/def2-TZVPD.

Geometry as XYZ:
```
15
Properties=species:S:1:pos:R:3:nbo_charge:R:1
O -3.90 -0.42 0.26 -0.938
N 1.11 -0.06 0.93 -0.663
N 1.00 0.92 -1.24 -0.836
C 1.85 0.68 -0.07 -0.033
C 0.17 -1.10 0.53 -0.420
H 2.17 1.64 0.35 0.156
H 0.29 1.59 -0.96 0.349
H 2.74 0.13 -0.40 0.141
H 1.65 -0.23 1.76 0.368
H 0.34 -2.02 1.08 0.188
H 1.51 1.46 -1.93 0.355
H -4.77 -0.01 0.30 0.469
H -3.69 -0.50 -0.68 0.470
H 0.39 -1.31 -0.52 0.202
H -0.85 -0.78 0.59 0.192
```

- lowest unoccupied orbital energy (eV) = 0.943
- ΔE to the lowest compared entry with this formula, charge and spin (kcal per mole) = 18.5
- structure (SMILES) = CNCN.O
- electronic energy (hartree) = -266.9147
- HOMO-LUMO gap (eV) = 9.027

---

[3]
Below is an isolated molecule of C7H8N2, with properties calculated with ωB97M-V/def2-TZVPD.

Geometry as XYZ:
```
17
Properties=species:S:1:pos:R:3:nbo_charge:R:1
N -0.03 2.50 1.40 -0.590
N 0.14 -1.97 0.37 -0.616
C 0.29 -0.78 -0.13 0.175
C -0.06 0.37 0.67 -0.259
C 0.15 -1.39 -2.55 -0.671
C 0.31 1.74 0.35 0.345
C 0.67 -0.53 -1.50 -0.116
C -0.55 1.71 2.39 -0.078
C -0.59 0.43 2.04 -0.254
H 0.69 -1.40 -3.49 0.224
H 0.09 -2.43 -2.15 0.216
H -0.89 2.21 3.28 0.209
H 0.23 3.45 1.57 0.419
H -1.11 -0.31 2.72 0.251
H 1.19 0.30 -1.88 0.194
H 0.50 -2.70 -0.28 0.325
H -1.02 -1.20 -2.78 0.226
```

- lowest unoccupied orbital energy (spin up / spin down) (eV) = -0.095 / -1.530
- ΔE to the lowest compared entry with this formula, charge and spin (kcal per mole) = 106.6
- electronic energy (hartree) = -380.8538
- HOMO-LUMO gap (spin up / spin down) (eV) = 8.271 / 6.275

---

[4]
Below is an isolated molecule of C2H2OS3, with properties calculated with ωB97M-V/def2-TZVPD.

Geometry as XYZ:
```
8
Properties=species:S:1:pos:R:3:nbo_charge:R:1
S 1.38 1.05 -0.24 0.957
S 1.18 -1.66 1.45 -0.243
S 0.25 -1.56 -0.34 0.339
O 1.51 0.15 -1.39 -0.796
C -0.44 0.99 -0.08 -0.440
C -0.99 -0.21 0.06 -0.316
H -1.01 1.94 0.09 0.240
H -1.89 -0.69 0.45 0.258
```

- lowest unoccupied orbital energy (spin up / spin down) (eV) = -1.560 / -1.440
- ΔE to the lowest compared entry with this formula, charge and spin (kcal per mole) = 68.1
- electronic energy (hartree) = -1347.0831
- HOMO-LUMO gap (spin up / spin down) (eV) = 7.302 / 7.064

---

[5]
Below is a 2-piece molecular cluster, C11H18NP overall, with properties calculated with ωB97M-V/def2-TZVPD.

Geometry as XYZ:
```
31
Properties=species:S:1:pos:R:3:nbo_charge:R:1
P -0.16 0.51 0.83 0.654
N 0.76 -1.96 0.51 -0.459
C -0.41 -3.90 -0.06 -0.259
C -2.14 1.55 -0.66 -0.398
C -1.65 -3.27 0.07 -0.173
C -3.08 2.21 0.22 -0.672
C 1.92 0.33 -1.35 -0.615
C -0.38 -1.27 0.51 -0.114
C 1.51 1.02 -0.01 -0.301
C 2.51 0.60 1.19 -0.629
C -1.67 -1.92 0.38 -0.246
C 0.74 -3.28 0.34 0.047
C 1.48 2.48 -0.19 -0.642
H 3.05 -0.35 0.98 0.232
H -2.64 -3.71 -0.03 0.222
H -2.52 0.68 -1.17 0.186
H 1.39 0.74 -2.32 0.200
H -2.62 2.90 0.88 0.217
H 2.94 0.42 -1.50 0.208
H 1.53 -0.69 -1.33 0.232
H 2.49 2.99 -0.22 0.211
H -2.48 -1.25 0.46 0.220
H 1.56 -3.78 0.54 0.184
H 1.98 0.45 2.24 0.223
H 1.23 2.65 -1.22 0.221
H -3.96 2.62 -0.28 0.217
H -0.47 -4.92 -0.41 0.215
H -1.55 2.22 -1.27 0.189
H 0.93 3.06 0.60 0.222
H 3.22 1.43 1.37 0.209
H -3.52 1.43 0.90 0.200
```

- lowest unoccupied orbital energy (spin up / spin down) (eV) = 0.279 / 0.280
- ΔE to the lowest compared entry with this formula, charge and spin (kcal per mole) = 47.0
- electronic energy (hartree) = -825.9008
- HOMO-LUMO gap (spin up / spin down) (eV) = 7.738 / 7.738

---

[6]
Below is C34H38N7O2RhSe3 as an isolated structure, with properties calculated with ωB97M-V/def2-TZVPD.

Geometry as XYZ:
```
85
Properties=species:S:1:pos:R:3:mulliken_charge:R:1
Rh 1.39 -1.59 0.12 0.964
Se 3.02 -3.31 1.23 0.071
Se 1.61 -3.48 -1.52 0.071
Se 0.42 -0.31 -2.30 -0.179
O -0.34 -2.67 0.45 -0.505
O -1.09 -0.60 0.74 -0.440
N -2.21 0.67 -1.76 1.784
N -0.69 1.86 -0.76 1.662
N 2.99 -0.39 -0.21 0.751
N 0.59 -6.33 3.89 -0.650
N 2.53 0.30 2.03 -0.793
N 4.32 -3.12 -2.75 -0.613
N 1.69 -0.62 2.00 1.823
C -1.29 -1.81 0.67 0.793
C -2.61 2.29 -4.42 -0.850
C 4.66 0.73 -1.48 -1.125
C 4.93 1.58 -0.42 -0.467
C -2.66 -2.40 0.87 -1.691
C -3.61 3.60 0.74 -0.856
C -0.37 -2.27 4.59 -1.202
C -4.58 2.85 0.09 -0.817
C 3.26 0.43 0.82 -0.199
C 2.53 -4.98 3.47 -0.402
C 3.68 -0.24 -1.34 -0.672
C 0.30 -2.01 3.40 0.441
C 1.08 0.08 4.29 -0.710
C 0.95 3.70 -0.97 -0.833
C -2.84 -0.41 -2.52 -1.061
C -2.26 3.37 0.54 -1.038
C 0.42 -0.17 5.47 -0.694
C 0.59 2.38 -0.31 -0.074
C -0.88 0.80 -1.58 -1.490
C 1.57 4.90 -3.10 -1.517
C -1.92 2.35 -0.34 1.116
C -0.31 -1.35 5.63 -0.583
C -3.41 1.00 -4.62 -0.575
C 1.12 3.59 -2.48 0.499
C 1.79 -5.86 4.24 -0.419
C 0.76 -5.04 1.87 -0.167
C 1.01 -0.84 3.25 -0.028
C -4.24 1.83 -0.79 -1.077
C 0.11 -5.92 2.71 -0.675
C 3.27 -3.26 -2.26 0.328
C 2.00 -4.54 2.26 0.512
C 4.21 1.42 0.76 -0.626
C -2.89 1.59 -0.98 0.263
C -2.75 -0.26 -4.04 -0.562
H -2.64 2.64 -3.38 0.039
H 1.84 2.80 -2.71 0.149
H 0.32 -4.75 0.93 0.504
H 1.33 1.62 -0.55 -1.268
H -2.69 -2.93 1.83 0.386
H -3.23 -1.14 -4.46 0.492
H -1.56 2.14 -4.69 0.242
H -4.42 1.11 -4.21 0.252
H 2.53 5.22 -2.70 0.348
H 2.17 -6.21 5.19 0.363
H 0.85 5.70 -2.91 0.331
H -3.88 -0.44 -2.22 0.704
H -0.83 -1.55 6.56 0.414
H -5.63 3.06 0.27 0.431
H 0.48 0.54 6.29 0.391
H 1.66 0.99 4.16 0.470
H 3.45 -0.91 -2.15 0.494
H 1.89 4.04 -0.52 0.502
H -2.37 -1.35 -2.22 0.009
H 5.68 2.35 -0.51 0.420
H -3.01 3.09 -5.04 0.472
H 0.19 4.45 -0.74 0.383
H 1.67 4.81 -4.19 0.414
H -3.52 0.84 -5.69 0.409
H 0.17 3.28 -2.93 -0.173
H 5.20 0.81 -2.41 0.500
H -3.41 -1.61 0.89 0.322
H 4.37 2.05 1.63 0.579
H -2.89 -3.12 0.09 0.339
H -0.87 -6.31 2.44 0.399
H 0.54 2.48 0.78 0.641
H -5.00 1.24 -1.28 0.399
H -0.91 -3.20 4.71 0.478
H 0.28 -2.73 2.60 0.264
H -3.91 4.39 1.43 0.423
H -1.50 3.94 1.06 0.469
H 3.49 -4.62 3.82 0.388
H -1.70 -0.29 -4.34 0.133
```

- lowest unoccupied orbital energy (eV) = -1.478
- ΔE to the lowest compared entry with this formula, charge and spin (kcal per mole) = 17.9
- electronic energy (hartree) = -9167.0825
- HOMO-LUMO gap (eV) = 5.456

---

[7]
Below is C2H8N as an isolated structure, with properties calculated with ωB97M-V/def2-TZVPD.

Geometry as XYZ:
```
11
Properties=species:S:1:pos:R:3:nbo_charge:R:1
N -0.45 0.35 -0.53 -0.742
C 1.70 -0.81 0.14 -0.677
C -1.63 0.72 0.28 -0.414
H -1.42 1.50 1.02 0.184
H -0.55 0.64 -1.49 0.356
H -2.31 0.93 -0.54 0.212
H 2.28 -0.80 -0.78 0.209
H 0.66 -0.21 -0.28 0.282
H -2.00 -0.20 0.76 0.179
H 1.35 -1.76 0.53 0.209
H 2.36 -0.36 0.89 0.202
```

- ⟨S²⟩ = 0.7569
- lowest unoccupied orbital energy (spin up / spin down) (eV) = 1.208 / -1.001
- ΔE to the lowest compared entry with this formula, charge and spin (kcal per mole) = 37.5
- electronic energy (hartree) = -135.5953
- multiplicity = 2
- HOMO-LUMO gap (spin up / spin down) (eV) = 9.829 / 7.085

---

[8]
Below is an isolated molecule of C9H18N2O4, with properties calculated with ωB97M-V/def2-TZVPD.

Geometry as XYZ:
```
33
Properties=species:S:1:pos:R:3:nbo_charge:R:1
O 0.52 -1.21 2.08 -0.613
O -2.10 2.23 0.04 -0.712
O -2.49 -2.14 -1.68 -0.714
O -4.02 1.12 0.32 -0.564
N 0.50 1.40 -0.10 -0.838
N -1.30 -0.72 0.84 -0.616
C 3.51 -0.14 -0.58 -0.204
C -3.03 -1.19 -0.74 -0.066
C 4.96 -0.68 -0.17 -0.601
C 0.99 0.01 0.06 -0.144
C 3.67 1.31 -0.95 -0.612
C 0.05 -0.69 1.06 0.675
C -2.06 -0.17 -0.26 -0.194
C 2.42 -0.29 0.52 -0.406
C -2.83 1.10 0.14 0.784
H 5.55 -0.89 -1.07 0.213
H 3.21 -0.76 -1.41 0.190
H 2.44 -1.34 0.88 0.247
H 4.43 1.29 -1.71 0.214
H 0.86 -0.45 -0.92 0.206
H 2.61 0.39 1.36 0.205
H 4.78 -1.59 0.41 0.210
H 5.43 0.04 0.47 0.204
H 0.61 1.60 -1.06 0.379
H 2.78 1.80 -1.37 0.190
H -1.11 2.01 0.18 0.505
H 3.97 1.88 -0.07 0.204
H -3.37 -1.71 0.17 0.163
H -3.90 -0.82 -1.31 0.218
H 1.05 2.00 0.45 0.381
H -1.87 -2.73 -1.16 0.463
H -1.84 -1.15 1.54 0.406
H -1.37 0.06 -1.12 0.227
```

- lowest unoccupied orbital energy (eV) = 0.360
- ΔE to the lowest compared entry with this formula, charge and spin (kcal per mole) = 43.0
- structure (SMILES) = CC(C)C[C@H](N)C(=O)N[C@@H](CO)C(=O)O
- electronic energy (hartree) = -764.2131
- HOMO-LUMO gap (eV) = 10.073